(1)
23
Properties=species:S:1:pos:R:3 method="wB97M-V/def2-TZVPD" s_squared=2.041 charge=0 spin_multiplicity=3 homo_energy_ha="-0.1965 / -0.3030" e_lumo_ev="1.0 / -2.0"
C -1.82883 -0.80833 -0.08442
C 0.41678 -0.83379 -0.98480
C -1.51888 -1.80111 0.81785
C 0.70056 -1.86707 -0.12482
C -0.84814 -0.26289 -1.00448
C -0.26455 -2.38631 0.76596
C -1.38750 0.72019 -1.89514
C 1.30568 2.67823 0.23871
C 0.16200 3.16117 -0.11902
N -2.44175 1.26320 -2.26948
N -1.19986 1.53051 -3.02797
N 0.00150 -3.43751 1.59103
H -2.60164 -0.10617 0.07405
H 1.26740 -0.47691 -1.65006
H -2.32214 -2.42225 1.35903
H 1.82118 -2.22711 -0.07220
H 1.44545 2.35760 1.29900
H 2.14286 2.26883 -0.39829
H -1.05078 2.54434 -2.84526
H -0.07203 3.40575 -1.13820
H -0.55698 3.26268 0.68954
H -0.79497 -3.95536 1.89695
H 0.81037 -3.97616 1.44360

=====

(2)
33
Properties=species:S:1:pos:R:3 method="wB97M-V/def2-TZVPD" charge=-3 smiles="Nc1c(C(=O)[O-])cnn1[C@@H]1O[C@H](COP(=O)([O-])[O-])[C@@H](O)[C@H]1O" homo_energy_ha=0.0644 e_lumo_ev=7.2
O -2.58945 -5.50919 0.23328
O 4.84828 4.15058 -0.91501
O -3.98193 -4.72583 1.78380
O 2.36001 3.99867 -1.12680
O 3.38275 4.72367 0.94660
N -1.97643 -1.13564 1.58156
O 0.28147 2.64811 -1.59948
O -1.02816 0.65087 -2.14716
O 0.81441 -0.07900 0.63763
O 3.55612 2.29497 0.23699
C -3.02316 -4.58837 1.01633
C -2.68741 -2.20889 1.82432
C -2.37092 -3.27921 0.94209
C -1.47798 -2.79194 0.08331
N -0.99146 -3.50977 -0.98865
N -1.19164 -1.47258 0.48312
C 2.29737 1.93789 0.90286
C 0.04686 1.84811 -0.42389
C -0.94571 0.71448 -0.72461
C -0.25458 -0.53104 -0.21456
C 1.30729 1.12545 0.01383
P 3.56443 3.85508 -0.24026
H 1.11798 3.23358 -1.46916
H -0.47704 1.38654 -2.47718
H -3.36272 -2.27347 2.65632
H -1.27304 -4.49693 -0.93650
H -0.07481 -3.26175 -1.28765
H 2.58343 1.32028 1.76589
H 1.77958 2.80684 1.30002
H -0.39056 2.50723 0.34697
H -1.91501 0.89270 -0.28958
H 0.17652 -1.05283 -1.06779
H 1.89551 0.82138 -0.84664

=====

(3)
25
Properties=species:S:1:pos:R:3 method="wB97M-V/def2-TZVPD" charge=0 smiles="CCOCC(C#N)(C#N)C1=NCCS1" homo_energy_ha=-0.3424 e_lumo_ev=0.5
C -1.96405 -0.56273 0.02067
C -0.72236 0.47638 -1.71841
C 0.16572 -1.50861 -0.74192
C 1.81665 -3.06668 -0.91204
C 0.70569 -3.77957 -1.75622
C -1.05151 3.84374 1.91707
C -0.00824 2.81008 1.55692
C 0.18258 0.72314 0.47443
C -0.65946 -0.29656 -0.45742
N -2.97711 -0.74397 0.50079
N -0.79854 1.18359 -2.61495
N 1.30838 -1.82829 -0.33696
O -0.55964 1.89818 0.63699
S -0.62010 -2.54126 -1.92984
H 2.01443 -3.60474 0.00337
H 2.75929 -2.64665 -1.50060
H 1.13133 -4.04076 -2.63424
H 0.17730 -4.66004 -1.45096
H -0.79958 4.62404 1.20763
H -2.05160 3.36590 1.85227
H -0.96996 4.20750 2.84170
H 0.29411 1.99704 2.40540
H 0.97142 3.05071 1.20487
H 0.47860 0.12107 1.31247
H 1.17665 0.97849 0.11895

=====

(4)
22
Properties=species:S:1:pos:R:3 method="wB97M-V/def2-TZVPD" charge=0 smiles="C[C@H](N)C(=O)c1ccccc1" homo_energy_ha=-0.3442 e_lumo_ev=-0.5
C 1.90829 -1.09230 0.87054
C 1.95095 -0.19079 -0.30800
C 0.82176 0.91861 -0.38076
C -0.45127 0.45287 -0.22962
C -1.44084 1.54257 0.13333
C -2.76071 1.22405 0.19459
C -3.30273 -0.10212 -0.06542
C -2.41780 -1.00189 -0.59025
C -0.97458 -0.75310 -0.66498
H 2.37318 -0.48725 1.79354
H 1.07293 -1.24847 1.03073
H 2.45388 -1.96427 1.05587
H 1.36181 -0.83872 -1.06083
H 3.82850 -0.49150 -0.16028
H 3.20271 1.24613 -0.05994
H -1.27499 2.51199 0.58090
H -3.43597 1.54779 0.76942
H -4.33545 -0.28119 -0.05834
H -2.65156 -2.17274 -0.77047
H -0.35540 -1.34924 -1.08567
N 3.19592 0.40205 -0.71005
O 1.23136 2.12751 -0.28430

=====

(5)
22
Properties=species:S:1:pos:R:3 method="wB97M-V/def2-TZVPD" charge=0 smiles="C[C@H](C#N)[C@@H]1CC=CC(=O)C1" homo_energy_ha=-0.3670 e_lumo_ev=-0.1
C -2.36212 0.59947 0.90045
C 1.41168 1.96168 -0.48184
C 2.56565 1.31476 -0.00527
C 0.14674 1.10965 -0.51402
C -0.02417 0.10271 0.63317
C 1.24191 -0.75161 0.69293
C -1.43617 -0.45977 0.63549
C 2.59722 -0.03110 0.55676
C -1.83288 -1.23260 -0.65869
N -3.12421 1.40836 1.17139
O 3.60935 -0.54047 0.93307
H 1.41075 2.86247 -1.00265
H 3.54411 1.84728 0.10924
H -0.83422 1.64820 -0.71257
H 0.16929 0.42413 -1.38659
H -0.00846 0.83887 1.56631
H -1.51535 -1.19118 1.49963
H 1.46990 -1.33510 1.56540
H 1.19207 -1.55344 -0.09014
H -1.19354 -2.15972 -0.89748
H -1.45335 -0.68323 -1.43845
H -2.84837 -1.28442 -0.66537

=====

(6)
23
Properties=species:S:1:pos:R:3 method="wB97M-V/def2-TZVPD" charge=0 homo_energy_ha=-0.2991 e_lumo_ev=-0.2
C -1.61335 0.84828 -1.90429
C -0.38545 -0.07458 -2.40602
C 0.19150 -0.28709 -1.02241
C 1.29878 -1.31716 -0.82868
C 1.64187 -1.39119 0.44754
C 1.33089 -0.66428 1.49401
C 0.39659 0.33519 1.19673
C -0.30671 0.47796 0.04819
C -1.16328 1.65922 -0.46395
H -2.45089 -0.43623 -0.49271
H -2.73263 -1.11221 -2.29699
H -1.93657 1.64828 -2.54149
H -1.05190 -0.99208 -2.86913
H 0.46121 0.28370 -3.04397
H 1.28662 -1.93578 -1.78156
H 1.97116 -2.38392 0.90680
H 2.85606 -1.02309 2.95208
H 0.34567 0.96105 3.03290
H -2.03228 2.27981 0.13365
H -0.52392 2.52893 -0.89360
N -2.65735 -0.13388 -1.67059
O 1.52328 -0.94704 2.86314
O 0.23471 1.39712 2.03955

=====

(7)
24
Properties=species:S:1:pos:R:3 method="wB97M-V/def2-TZVPD" charge=0 smiles="C[NH+](C)C1=CC=C[C@@]2(C(=O)[O-])O[C@@H]12" homo_energy_ha=-0.2700 e_lumo_ev=-0.7
C -1.07300 -2.26887 -0.24994
C 0.24297 -1.76486 -0.02374
C -2.10820 -1.49200 -0.07352
C 0.52970 -0.48123 0.20033
C -3.47653 0.72595 -0.20467
C -0.77826 0.57674 0.47495
C -2.12341 -0.11437 0.33427
C 2.01070 0.91236 -1.16032
C 2.16861 1.05901 1.19306
N 1.80268 0.17170 0.06765
O -3.19635 1.90187 -0.41087
O -4.41873 -0.00933 -0.31505
O -1.52385 0.27361 1.60215
H -1.21029 -3.28062 -0.58915
H 1.04111 -2.40537 -0.52757
H -3.14970 -1.81687 -0.18166
H -0.60098 1.48940 -0.05437
H 1.31432 1.74949 -1.45952
H 2.95527 1.41352 -0.99886
H 2.22122 0.20628 -2.10984
H 1.77110 1.99270 1.15230
H 1.79837 0.55733 2.03452
H 3.26305 1.11442 1.34500
H 2.54020 -0.51085 -0.04516

=====

(8)
24
Properties=species:S:1:pos:R:3 method="wB97M-V/def2-TZVPD" charge=0 smiles="CC[C@]1(C(C)=O)OCc2conc21" homo_energy_ha=-0.3534 e_lumo_ev=0.7
C -3.01717 -0.05219 0.48103
C -1.77458 0.00360 0.96384
C -1.01192 -0.20245 -0.21468
C 0.77664 1.57479 -0.18598
C -0.93920 0.36137 2.13586
C 0.45652 0.10794 0.13114
C 1.16392 1.96105 -1.59393
C 1.15836 -2.32712 -0.22832
C 1.58608 -0.85825 -0.26657
N -1.72439 -0.30762 -1.32874
O 0.60232 2.39271 0.72506
O -3.00382 -0.32494 -0.86633
O 0.39630 0.05684 1.63872
H -4.02246 0.01894 0.82631
H -0.83094 1.46000 2.18896
H -1.11534 -0.36972 2.90617
H 0.96381 2.94078 -1.95683
H 0.59645 1.18743 -2.25744
H 2.32774 1.76168 -1.67567
H 1.04510 -2.70571 0.86605
H 1.84328 -3.02703 -0.75629
H 0.23735 -2.40627 -0.83313
H 1.96002 -0.56226 -1.14173
H 2.32593 -0.68357 0.44249

=====

(9)
22
Properties=species:S:1:pos:R:3 method="wB97M-V/def2-TZVPD" charge=0 homo_energy_ha=-0.3327 e_lumo_ev=0.7
C -1.74058 -0.75451 1.37355
C -0.11083 1.11711 -2.88092
C 0.36953 0.33634 -1.75438
C -1.39950 1.51897 -2.62952
C -0.60557 0.30947 -0.82138
C 1.72474 0.63696 1.11707
C 0.08825 -2.18734 0.68489
C 0.33301 0.26374 1.78907
C -0.37046 -0.76503 0.94117
N -2.68248 -0.72900 2.03200
S -2.13450 0.89662 -1.23873
H 0.55387 1.47967 -3.69901
H 1.39525 0.15252 -1.51778
H -2.05412 1.88575 -3.34718
H 1.42975 1.44434 0.38712
H 2.18398 -0.23268 0.59286
H 2.28674 1.05411 1.96449
H 1.16443 -2.30040 0.43563
H -0.69603 -2.70044 0.14884
H -0.02676 -2.62272 1.67127
H -0.23159 1.33523 1.97522
H 0.52288 -0.13871 2.77574

=====

(10)
22
Properties=species:S:1:pos:R:3 method="wB97M-V/def2-TZVPD" charge=0 homo_energy_ha=-0.3104 e_lumo_ev=-1.1
C 3.09716 -1.22339 -0.37094
C -0.84252 -0.92934 -1.16174
C -0.07167 -1.51965 -0.22538
C -2.10005 -0.21525 -0.61229
C -1.84088 0.38850 0.77972
C -0.29907 -1.42128 1.19399
C -1.01440 -0.42529 1.73129
C 2.53881 -0.01313 -0.68152
C 1.37863 2.36197 -0.63591
N 3.63440 -2.25478 -0.40040
S 2.18077 1.09481 0.43684
H -0.81797 -0.91975 -2.16697
H 0.81972 -2.16493 -0.66085
H -2.52597 0.66247 -1.11358
H -2.98449 -0.84659 -0.44121
H -1.51795 1.44569 0.77249
H -2.71511 0.62813 1.37966
H 0.34412 -2.07349 1.66894
H -1.07230 -0.31204 2.86942
H 1.26522 3.32006 0.08533
H 0.52438 1.85119 -1.07233
H 2.01916 2.56609 -1.37456

=====

Table of relative energy (zero: lowest compared OMol25 entry of this formula, charge and spin) (eV), in record order: 1.448 0.000 3.062 6.352 2.106 7.783 6.796 4.407 2.556 4.318
Table of DFT total energy (Ha), in record order: -513.54610 -1532.40892 -987.11333 -479.31120 -479.46723 -554.52529 -629.80858 -629.89637 -802.35137 -802.28662